(1)
C30H34N4OPdS2Si | the ωB97M-V functional and the def2-TZVPD basis

## Properties
HOMO level (spin up / spin down) in Ha: -0.222 / -0.298
Maximum force in eV Å⁻¹: 2.14
Kohn-Sham gap (spin up / spin down) in eV: 5.7830 / 6.5889
ΔE to the lowest compared entry with this formula, charge and spin in kcal per mole: 28.7
Multiplicity: 3

Cartesian coordinates (Å):
1 Pd 0.215 -0.522 0.303
2 C 4.143 1.337 -4.461
3 C 3.991 -0.120 -4.033
4 N 3.817 -0.230 -2.596
5 C 4.970 -0.648 -1.826
6 C 5.042 -2.170 -1.722
7 C 2.613 0.022 -2.046
8 S 2.522 0.035 -0.319
9 N 1.654 0.333 -2.893
10 C 0.335 0.317 -2.745
11 O -0.344 -0.132 -1.796
12 C -0.405 0.778 -3.955
13 C 0.246 0.862 -5.182
14 C -0.456 1.191 -6.325
15 C -1.816 1.442 -6.251
16 C -2.470 1.374 -5.030
17 C -1.771 1.042 -3.883
18 H 4.283 1.399 -5.536
19 H 5.002 1.789 -3.971
20 H 3.248 1.890 -4.190
21 H 4.882 -0.687 -4.309
22 H 3.128 -0.564 -4.532
23 H 4.904 -0.224 -0.823
24 H 5.866 -0.258 -2.314
25 H 4.114 -2.539 -1.296
26 H 5.864 -2.469 -1.077
27 H 5.183 -2.627 -2.698
28 H 1.301 0.651 -5.225
29 H 0.055 1.239 -7.276
30 H -2.368 1.686 -7.146
31 H -3.531 1.571 -4.977
32 H -2.271 0.977 -2.927
33 C -4.296 3.846 0.976
34 C -3.103 4.527 1.149
35 C -1.917 3.826 1.231
36 C -1.897 2.438 1.152
37 C -3.100 1.766 0.966
38 C -4.291 2.465 0.881
39 Si -0.242 1.535 1.472
40 C -0.312 1.182 3.377
41 C 0.636 1.759 4.221
42 C 0.602 1.555 5.589
43 C -0.373 0.744 6.147
44 C -1.328 0.162 5.329
45 C -1.300 0.383 3.961
46 H -5.225 4.393 0.918
47 H -3.097 5.605 1.225
48 H -0.988 4.358 1.366
49 H -3.104 0.687 0.885
50 H -5.222 1.933 0.745
51 H 0.822 2.607 1.404
52 H 1.404 2.385 3.793
53 H 1.338 2.035 6.219
54 H -0.399 0.579 7.214
55 H -2.100 -0.465 5.757
56 H -2.064 -0.067 3.340
57 C 2.244 -1.677 4.692
58 C 1.853 -2.203 3.354
59 C 2.543 -3.141 2.634
60 C 2.036 -3.569 1.387
61 N 0.886 -3.104 0.913
62 C 0.179 -2.225 1.623
63 S -1.474 -1.929 1.285
64 N 0.686 -1.727 2.826
65 C 2.721 -4.620 0.580
66 H 3.208 -2.077 4.996
67 H 1.494 -1.964 5.431
68 H 2.294 -0.587 4.677
69 H 3.456 -3.558 3.021
70 H 0.096 -1.095 3.372
71 H 3.653 -4.921 1.051
72 H 2.917 -4.261 -0.430
73 H 2.068 -5.488 0.493

The Löwdin scheme yields these atomic charges, measured in e: 0.4340, -0.0726, -0.2149, -0.1428, -0.2617, -0.0693, -0.6966, 0.6660, 0.0965, -0.4273, -0.0908, -0.1322, -0.0255, -0.0811, -0.0900, -0.0785, -0.0145, 0.0728, 0.0724, 0.0646, 0.1157, 0.1073, 0.0586, 0.1204, 0.0435, 0.0754, 0.0726, 0.0876, 0.1006, 0.0992, 0.1016, 0.1147, -0.0977, -0.0948, -0.1233, -0.3281, -0.1162, -0.0927, 0.6661, -0.3364, -0.1290, -0.1033, -0.0999, -0.0869, -0.1616, 0.0977, 0.0991, 0.0869, 0.0758, 0.0995, -0.0254, 0.0894, 0.1022, 0.0996, 0.1054, 0.0650, 0.0060, -0.2423, 0.0302, -0.2983, 0.0892, -0.9495, 0.6465, 0.1148, -0.0143, 0.0867, 0.0986, 0.0827, 0.1158, 0.0902, 0.0787, 0.0742, 0.0935

(2)
C30H34N6O7Pb | the ωB97M-V functional and the def2-TZVPD basis

## Properties
HOMO level (spin up / spin down) in Ha: -0.477 / -0.477
Maximum force in eV Å⁻¹: 1.40
Total charge: +2
Kohn-Sham gap (spin up / spin down) in eV: 3.3512 / 3.2126
ΔE to the lowest compared entry with this formula, charge and spin in kcal per mole: 0.9

Cartesian coordinates (Å):
1 Pb -0.656 -1.025 -0.440
2 O -2.731 -1.744 0.860
3 C -3.541 -2.650 0.774
4 C -4.010 -3.295 2.008
5 C -5.023 -4.167 1.983
6 C -5.650 -4.506 0.725
7 C -5.242 -3.985 -0.468
8 C -4.152 -3.094 -0.541
9 C -3.647 -2.675 -1.769
10 N -2.526 -1.942 -2.007
11 C -2.390 -1.816 -3.316
12 C -3.462 -2.480 -3.959
13 N -4.210 -2.999 -2.998
14 H -3.529 -2.979 2.925
15 H -5.389 -4.616 2.896
16 H -6.470 -5.214 0.727
17 H -5.768 -4.294 -1.361
18 H -1.575 -1.247 -3.749
19 H -3.706 -2.576 -5.007
20 H -5.053 -3.533 -3.156
21 C 2.489 4.569 5.394
22 C 2.717 4.550 3.891
23 N 1.512 4.158 3.132
24 C 0.828 5.200 2.356
25 C 0.074 6.201 3.219
26 C 1.135 2.876 3.196
27 O 1.771 1.990 3.756
28 C -0.157 2.456 2.532
29 C -1.407 2.809 3.001
30 C -2.537 2.255 2.409
31 C -2.373 1.345 1.391
32 N -1.157 0.978 0.944
33 C -0.074 1.527 1.508
34 H 3.400 4.897 5.898
35 H 2.241 3.572 5.755
36 H 1.685 5.256 5.665
37 H 3.508 3.843 3.649
38 H 3.013 5.535 3.532
39 H 0.160 4.724 1.642
40 H 1.593 5.723 1.780
41 H -0.646 5.704 3.872
42 H -0.468 6.907 2.586
43 H 0.759 6.775 3.845
44 H -1.505 3.498 3.831
45 H -3.531 2.521 2.743
46 H -3.229 0.889 0.907
47 H 0.891 1.223 1.133
48 O 0.959 1.392 -1.254
49 C 0.844 0.769 -2.295
50 O 0.035 -0.285 -2.377
51 C 1.595 1.112 -3.522
52 C 1.890 0.145 -4.482
53 C 2.625 0.483 -5.606
54 C 3.038 1.792 -5.746
55 C 2.766 2.770 -4.810
56 C 2.041 2.420 -3.684
57 N 3.806 2.165 -6.962
58 O 3.999 1.293 -7.786
59 O 4.188 3.312 -7.052
60 H 1.548 -0.872 -4.346
61 H 2.874 -0.242 -6.367
62 H 3.124 3.777 -4.966
63 H 1.819 3.158 -2.925
64 C 0.517 -4.554 -0.655
65 N 1.712 -4.482 0.169
66 C 2.525 -5.694 0.386
67 C 2.031 -3.293 0.693
68 C 3.273 -3.129 1.518
69 O 1.312 -2.290 0.500
70 H 0.417 -5.556 -1.059
71 H 0.580 -3.848 -1.487
72 H -0.377 -4.320 -0.064
73 H 2.040 -6.528 -0.110
74 H 2.605 -5.928 1.445
75 H 3.522 -5.580 -0.035
76 H 3.852 -4.034 1.661
77 H 2.983 -2.726 2.488
78 H 3.894 -2.376 1.032

The Löwdin scheme yields these atomic charges, measured in e: 1.6473, -0.0403, -0.2740, 0.0569, -0.0003, 0.0441, 0.0010, 0.0207, -0.2174, 0.0585, -0.0279, 0.0641, 0.1701, 0.1439, 0.1344, 0.1385, 0.1221, 0.1239, 0.1578, 0.1785, -0.0652, -0.1799, -0.0442, -0.1933, -0.0647, -0.4370, 0.0781, -0.0979, 0.0251, -0.0223, -0.1312, -0.0652, -0.0672, 0.0834, 0.0725, 0.0712, 0.1231, 0.1204, 0.1122, 0.1242, 0.0669, 0.0830, 0.0769, 0.1286, 0.1187, 0.1064, 0.1194, 0.0411, -0.5702, -0.2858, -0.1350, -0.0018, 0.0173, -0.1237, 0.0282, 0.0163, -0.3433, 0.0907, 0.0990, 0.1130, 0.1246, 0.1282, 0.1267, -0.0441, -0.1208, -0.0125, -0.4810, 0.0356, -0.1738, 0.0912, 0.0846, 0.0787, 0.0874, 0.0993, 0.1018, 0.0724, 0.1052, 0.1064

(3)
C30H34N7O3PS2Ta | the ωB97M-V functional and the def2-TZVPD basis

## Properties
HOMO level in Ha: -0.580
Maximum force in eV Å⁻¹: 0.47
Total charge: +3
Kohn-Sham gap in eV: 5.6886
ΔE to the lowest compared entry with this formula, charge and spin in kcal per mole: 5.9

Cartesian coordinates (Å):
1 Ta -0.424 0.448 -0.345
2 O -4.539 -0.162 -0.071
3 C -3.408 -0.108 -0.465
4 N -2.277 -0.055 0.358
5 C -2.562 -0.265 1.777
6 C -1.278 -0.649 2.451
7 C -1.236 -1.168 3.730
8 C -0.006 -1.497 4.282
9 C 1.147 -1.297 3.529
10 C 1.038 -0.767 2.264
11 N -0.157 -0.445 1.729
12 C -3.027 -0.160 -1.907
13 C -3.941 -0.431 -2.897
14 C -3.479 -0.555 -4.203
15 C -2.124 -0.394 -4.456
16 C -1.274 -0.090 -3.411
17 N -1.713 0.025 -2.146
18 H -3.318 -1.046 1.894
19 H -2.995 0.627 2.241
20 H -2.156 -1.316 4.280
21 H 0.051 -1.910 5.280
22 H 2.124 -1.550 3.915
23 H 1.916 -0.587 1.656
24 H -4.981 -0.557 -2.628
25 H -4.166 -0.781 -5.008
26 H -1.722 -0.496 -5.454
27 H -0.218 0.072 -3.582
28 O 3.878 -0.343 0.648
29 C 4.350 0.911 0.348
30 C 5.621 1.224 0.800
31 C 6.168 2.463 0.520
32 C 5.460 3.406 -0.224
33 C 4.190 3.106 -0.661
34 C 3.607 1.862 -0.365
35 C 2.219 1.640 -0.739
36 O 1.476 0.826 0.029
37 N 1.646 2.233 -1.730
38 N 0.258 1.983 -1.747
39 C -0.348 2.871 -2.535
40 S 0.584 4.019 -3.391
41 C -0.823 4.723 -4.302
42 C -2.055 4.639 -3.427
43 S -2.066 2.976 -2.682
44 H 3.307 -0.664 -0.058
45 H 6.178 0.474 1.345
46 H 7.164 2.695 0.873
47 H 5.901 4.366 -0.449
48 H 3.615 3.831 -1.222
49 H -0.941 4.169 -5.232
50 H -0.573 5.757 -4.535
51 H -2.974 4.739 -4.002
52 H -2.047 5.375 -2.625
53 C -0.340 2.432 2.955
54 P -0.754 2.666 1.207
55 C -2.414 3.395 1.179
56 C 0.337 4.023 0.701
57 H -0.387 3.399 3.457
58 H 0.673 2.038 3.043
59 H -1.032 1.753 3.450
60 H -2.426 4.266 1.837
61 H -3.181 2.696 1.510
62 H -2.655 3.715 0.166
63 H 0.223 4.847 1.408
64 H 0.070 4.380 -0.293
65 H 1.380 3.709 0.698
66 N -1.114 -2.996 0.098
67 C -0.034 -2.809 -0.674
68 C 0.664 -3.931 -1.183
69 C 1.715 -3.752 -2.027
70 C 2.099 -2.442 -2.392
71 C 1.421 -1.406 -1.840
72 N 0.382 -1.554 -0.961
73 H -1.424 -3.931 0.304
74 H -1.699 -2.230 0.377
75 H 0.335 -4.921 -0.898
76 H 2.247 -4.606 -2.423
77 H 2.914 -2.262 -3.078
78 H 1.704 -0.385 -2.078

The Löwdin scheme yields these atomic charges, measured in e: 1.8463, 0.1742, -0.4481, -0.1824, -0.1425, -0.2899, 0.0218, 0.0218, 0.0096, -0.0828, -0.0509, -0.2083, 0.0591, 0.0339, 0.0079, -0.1260, -0.0719, 0.1484, 0.1289, 0.1428, 0.1375, 0.1338, 0.0948, 0.1483, 0.1412, 0.1354, 0.1177, 0.0508, -0.2342, 0.0217, -0.0173, -0.0436, -0.0122, -0.0956, -0.4115, -0.2905, 0.0434, -0.2522, -0.9136, 1.0827, -0.4455, -0.4358, 1.0031, 0.0805, 0.1355, 0.1274, 0.1211, 0.1166, 0.0967, 0.1046, 0.1029, 0.0949, -0.2091, 0.7984, -0.2168, -0.2091, 0.0764, 0.0619, 0.0478, 0.0753, 0.0466, 0.0245, 0.0776, 0.0363, 0.0518, 0.2024, -0.3270, 0.0279, 0.0075, -0.0172, -0.1607, -0.0336, 0.1367, 0.0675, 0.1356, 0.1382, 0.1311, 0.0993